Record 1
Molecular formula: C18H14N3O6PS
Method: DFT, ωB97M-V/def2-TZVPD

Values from the calculation:
E_HOMO   -8.09 eV
Frontier orbital gap   7.3 eV
Energy relative to the best compared isomer or geometry (same formula, charge and spin)   0.0 kJ/mol
Total charge   0
Molar mass   431.4 u
LUMO energy   -0.81 eV
DFT total energy   -2049.42939 Eh
Spin multiplicity   1
SMILES string   O=NOc1ccc2c(c1)Nc1cc(P(O)O)ccc1S2.O=[N+]([O-])c1ccccc1

Bonds (Å) are listed after each position.
Geometry (Å):
1 O 2.0875 3.8277 -0.6488  N2 1.158
2 N 0.9798 3.6209 -0.9168  O1 1.158, O3 1.458
3 O 0.0852 4.1112 0.1249  N2 1.458, C4 1.407
4 C -0.3417 2.9606 0.8129  O3 1.407, C5 1.367, C9 1.374
5 C -1.5320 2.3657 0.5008  C4 1.367, C6 1.380, H21 1.094
6 C -1.8571 1.2207 1.1985  C5 1.380, C7 1.368, H22 1.087
7 C -1.0162 0.7251 2.1572  C6 1.368, C8 1.384, S20 1.790
8 C 0.1848 1.3329 2.4789  C7 1.384, C9 1.374, N10 1.411
9 C 0.5022 2.4732 1.7818  C4 1.374, C8 1.374, H23 1.089
10 N 1.0377 0.7771 3.4557  C8 1.411, C11 1.410, H24 1.012
11 C 1.2891 -0.5991 3.2838  N10 1.410, C12 1.375, C19 1.385
12 C 2.5596 -1.1242 3.3068  C11 1.375, C13 1.383, H25 1.092
13 C 2.7951 -2.4785 3.1505  C12 1.383, P14 1.848, C17 1.378
14 P 4.5188 -3.1408 3.2101  C13 1.848, O15 1.668, O16 1.664
15 O 5.3868 -1.8802 2.5482  P14 1.668, H26 0.972
16 O 4.4812 -4.2618 1.9804  P14 1.664, H27 0.971
17 C 1.7436 -3.3482 2.9585  C13 1.378, C18 1.380, H28 1.086
18 C 0.4622 -2.8362 2.9455  C17 1.380, C19 1.369, H29 1.087
19 C 0.2472 -1.4929 3.0987  C11 1.385, C18 1.369, S20 1.787
20 S -1.3884 -0.7744 3.0602  C7 1.790, C19 1.787
21 H -2.1977 2.7369 -0.2841  C5 1.094
22 H -2.7717 0.6693 0.9933  C6 1.087
23 H 1.4298 3.0067 1.9841  C9 1.089
24 H 1.9060 1.2914 3.5347  N10 1.012
25 H 3.4395 -0.4924 3.4409  C12 1.092
26 H 4.7945 -1.4704 1.8951  O15 0.972
27 H 4.1795 -3.7862 1.1893  O16 0.971
28 H 1.8642 -4.4175 2.8125  C17 1.086
29 H -0.3916 -3.4888 2.7809  C18 1.087
30 C -1.7542 -0.2436 -5.8676  C31 1.389, C35 1.389, H39 1.083
31 C -2.6006 -1.0841 -5.1560  C30 1.389, C32 1.385, H40 1.082
32 C -3.1168 -0.6781 -3.9362  C31 1.385, C33 1.384, H41 1.080
33 C -2.7794 0.5715 -3.4464  C32 1.384, C34 1.384, N36 1.467
34 C -1.9318 1.4174 -4.1401  C33 1.384, C35 1.386, H42 1.081
35 C -1.4172 1.0036 -5.3582  C30 1.389, C34 1.386, H43 1.082
36 N -3.3428 1.0142 -2.1664  C33 1.467, O37 1.214, O38 1.218
37 O -4.0657 0.2462 -1.5662  N36 1.214
38 O -3.0517 2.1309 -1.7764  N36 1.218
39 H -1.3566 -0.5614 -6.8230  C30 1.083
40 H -2.8605 -2.0556 -5.5542  C31 1.082
41 H -3.7749 -1.3335 -3.3842  C32 1.080
42 H -1.6703 2.3894 -3.7468  C34 1.081
43 H -0.7554 1.6551 -5.9127  C35 1.082


Record 2
Molecular formula: C5H16NP2
Method: DFT, ωB97M-V/def2-TZVPD

Values from the calculation:
E_HOMO   -13.38 eV
Frontier orbital gap   10.1 eV
Energy relative to the best compared isomer or geometry (same formula, charge and spin)   197.1 kJ/mol
Total charge   +1
Molar mass   152.1 u
LUMO energy   -3.31 eV
DFT total energy   -937.19527 Eh
Spin multiplicity   1
SMILES string   CCCCC([NH3+])(P)P

Bonds (Å) are listed after each position.
Geometry (Å):
1 C 3.1480 -0.6653 -0.0641  C2 1.556, H9 1.087, H10 1.104, H11 1.060
2 C 1.7045 -0.4402 0.4721  C1 1.556, C3 1.566, H12 1.179, H13 1.038
3 C 0.9181 0.5443 -0.4585  C2 1.566, C4 1.493, H14 1.148, H15 1.103
4 C -0.3509 1.0538 0.1397  C3 1.493, C5 1.875, H16 1.104, H17 1.113
5 C -1.8400 -0.0534 -0.1290  C4 1.875, N6 1.544, P7 1.868, P8 1.931
6 N -1.8888 -0.1825 -1.6669  C5 1.544, H18 0.984, H19 1.014, H20 1.023
7 P -3.4173 0.8226 0.3563  C5 1.868, H21 1.434, H22 1.446
8 P -1.5869 -1.7466 0.7632  C5 1.931, H23 1.427, H24 1.508
9 H 3.7286 -1.0956 0.7472  C1 1.087
10 H 3.1594 -1.2804 -0.9805  C1 1.104
11 H 3.5509 0.3145 -0.0892  C1 1.060
12 H 1.1842 -1.4758 0.6893  C2 1.179
13 H 1.8160 0.2156 1.2695  C2 1.038
14 H 0.6886 0.2509 -1.5446  C3 1.148
15 H 1.5375 1.4287 -0.6849  C3 1.103
16 H -0.7507 1.9318 -0.3979  C4 1.104
17 H -0.3258 1.4798 1.1681  C4 1.113
18 H -1.6406 0.6367 -2.1520  N6 0.984
19 H -0.9999 -0.6282 -1.8637  N6 1.014
20 H -2.7666 -0.6298 -1.9423  N6 1.023
21 H -3.7535 0.4004 1.6845  P7 1.434
22 H -2.8739 2.1316 0.6430  P7 1.446
23 H -2.9088 -2.0785 0.3415  P8 1.427
24 H -1.0567 -2.3569 -0.5097  P8 1.508


Record 3
Molecular formula: C4H11N3O2
Method: DFT, ωB97M-V/def2-TZVPD

Values from the calculation:
E_HOMO   -9.12 eV
Frontier orbital gap   9.9 eV
Energy relative to the best compared isomer or geometry (same formula, charge and spin)   295.3 kJ/mol
Total charge   0
Molar mass   133.2 u
LUMO energy   0.77 eV
DFT total energy   -473.69029 Eh
Spin multiplicity   1
SMILES string   [H]/N=C(\N)NC.CC(=O)O

Bonds (Å) are listed after each position.
Geometry (Å):
1 C -1.6164 0.8246 -1.7845  N4 1.441, H11 1.020, H12 1.252, H13 1.176
2 C -2.0520 -0.8794 -0.0873  N3 1.325, N4 1.485, N5 1.356
3 N -1.2546 -1.7375 -0.7062  C2 1.325, H7 1.065
4 N -2.5531 0.3145 -0.8152  C1 1.441, C2 1.485, H8 1.113
5 N -2.4847 -1.0339 1.1884  C2 1.356, H9 1.049, H10 1.040
6 H 3.5126 2.0426 0.9404  O16 0.865
7 H -0.8342 -2.4745 -0.0627  N3 1.065
8 H -3.3525 0.0722 -1.5512  N4 1.113
9 H -3.1234 -0.4774 1.8076  N5 1.049
10 H -1.9770 -1.6840 1.8219  N5 1.040
11 H -1.3770 0.2053 -2.5586  C1 1.020
12 H -0.5562 1.0110 -1.1446  C1 1.252
13 H -2.1205 1.8343 -2.1149  C1 1.176
14 C 2.1406 -0.4835 -0.3210  C15 1.557, H18 1.150, H19 1.130, H20 1.136
15 C 2.4530 0.7002 0.6414  C14 1.557, O16 1.283, O17 1.233
16 O 3.3514 1.5327 0.2608  H6 0.865, C15 1.283
17 O 1.9486 0.7104 1.7668  C15 1.233
18 H 1.0284 -0.5374 -0.6098  C14 1.150
19 H 2.3837 -1.4164 0.2678  C14 1.130
20 H 2.5117 -0.2940 -1.3777  C14 1.136